(1)
Entry from the Open Molecules 2025 dataset: the molecule C3H6N4 in a non-equilibrium geometry (ωB97M-V/def2-TZVPD).

Structure (XYZ):
```
13
C3H6N4, DFT ωB97M-V/def2-TZVPD
N -0.486 -0.375 0.060
N -2.926 0.195 -0.104
N 2.679 -0.571 -0.626
N 1.344 1.058 0.321
C 0.112 0.889 -0.119
C -1.898 -0.543 0.071
C 2.068 -0.123 0.520
H 2.114 -0.651 1.700
H -0.096 -1.278 0.097
H -0.591 1.739 -0.416
H -2.078 -1.697 0.343
H -2.496 1.219 -0.486
H 2.255 0.139 -1.361
```

Properties
LUMO	0.28	eV
highest occupied orbital energy	-9.672	eV
ΔE to the lowest compared entry with this formula, charge and spin	85.29	kcal/mol
net charge	0


(2)
Entry from the Open Molecules 2025 dataset: the molecule C3H6N4 in a non-equilibrium geometry (ωB97M-V/def2-TZVPD).

Structure (XYZ):
```
13
C3H6N4, DFT ωB97M-V/def2-TZVPD
N 0.737 -1.109 0.745
N 2.039 0.564 -0.241
N 4.199 -0.244 -0.143
N 3.124 0.077 -0.157
C 0.783 0.076 -0.027
C -0.135 1.257 0.226
C 0.477 -1.272 -0.603
H -1.064 1.166 0.886
H 0.468 1.993 0.655
H -0.510 -1.407 -1.026
H 0.008 -1.311 1.413
H -0.490 1.568 -0.741
H 1.287 -1.479 -1.262
```

Properties
LUMO	1.00	eV
highest occupied orbital energy	-8.839	eV
ΔE to the lowest compared entry with this formula, charge and spin	93.05	kcal/mol
net charge	0


(3)
Entry from the Open Molecules 2025 dataset: the molecule C3H6N4 in a non-equilibrium geometry (ωB97M-V/def2-TZVPD).

Structure (XYZ):
```
13
C3H6N4, DFT ωB97M-V/def2-TZVPD
N -0.842 -0.267 0.395
N -2.011 0.713 -1.512
N 0.691 0.070 -1.310
N -1.119 -0.555 1.541
C 0.522 -0.111 -0.075
C -1.968 0.340 -0.329
C 1.567 -0.286 0.978
H 1.158 -0.173 1.976
H 2.379 0.444 0.846
H 1.667 0.119 -1.598
H -2.879 0.384 0.266
H -1.156 0.601 -2.060
H 1.990 -1.278 0.882
```

Properties
LUMO	-0.09	eV
highest occupied orbital energy	-8.397	eV
ΔE to the lowest compared entry with this formula, charge and spin	82.87	kcal/mol
net charge	0


(4)
Entry from the Open Molecules 2025 dataset: the molecule C3H6N4 in a non-equilibrium geometry (ωB97M-V/def2-TZVPD).

Structure (XYZ):
```
13
C3H6N4, DFT ωB97M-V/def2-TZVPD
N 2.068 -0.099 0.035
N -1.679 -0.085 -0.045
N -0.414 2.094 -0.110
N 0.143 -1.556 0.001
C -1.256 -1.429 0.067
C 0.677 -0.256 -0.152
C -0.474 0.598 -0.160
H -2.630 0.125 0.078
H 2.525 -0.904 0.672
H -1.679 -2.472 -0.361
H -0.602 2.504 0.851
H 2.550 -0.483 -0.799
H 0.772 1.963 -0.075
```

Properties
LUMO	0.93	eV
highest occupied orbital energy	-7.950	eV
ΔE to the lowest compared entry with this formula, charge and spin	69.21	kcal/mol
net charge	0


(5)
Entry from the Open Molecules 2025 dataset: the molecule C3H6N4 in a non-equilibrium geometry (ωB97M-V/def2-TZVPD).

Structure (XYZ):
```
13
C3H6N4, DFT ωB97M-V/def2-TZVPD
N 0.465 -1.223 0.516
N -0.796 -1.373 -0.231
N 0.322 0.987 0.022
N 2.515 0.040 -0.259
C 1.290 -0.124 0.083
C -1.608 -0.419 -0.287
C -1.102 0.911 0.219
H 0.715 1.886 -0.306
H -1.380 1.749 -0.617
H 2.992 -0.783 -0.022
H 0.782 -2.036 -0.019
H -1.550 1.107 1.340
H -2.646 -0.723 -0.439
```

Properties
LUMO	0.84	eV
highest occupied orbital energy	-9.128	eV
ΔE to the lowest compared entry with this formula, charge and spin	71.75	kcal/mol
net charge	0


(6)
Entry from the Open Molecules 2025 dataset: a cluster of 2 separate species, C3H6N4 in total in a non-equilibrium geometry (ωB97M-V/def2-TZVPD).

Structure (XYZ):
```
13
C3H6N4, DFT ωB97M-V/def2-TZVPD
N 0.489 2.184 0.725
N 0.672 2.213 -0.377
N -1.718 -0.093 1.274
N 1.803 -0.577 0.091
C 0.627 -0.241 -0.151
C -0.179 -0.517 -1.370
C -0.467 -0.076 1.245
H -0.881 0.294 -1.550
H 0.494 -0.642 -2.217
H -0.743 -1.444 -1.248
H 2.001 -0.936 1.025
H 0.084 -0.156 2.185
H -2.182 -0.009 0.367
```

Properties
LUMO	0.81	eV
highest occupied orbital energy	-8.841	eV
ΔE to the lowest compared entry with this formula, charge and spin	42.97	kcal/mol
net charge	0


(7)
Entry from the Open Molecules 2025 dataset: the molecule C3H6N4 in a non-equilibrium geometry (ωB97M-V/def2-TZVPD).

Structure (XYZ):
```
13
C3H6N4, DFT ωB97M-V/def2-TZVPD
N -0.849 -1.698 0.197
N 0.050 -0.702 -0.185
N -1.510 1.291 -0.169
N 2.046 0.314 0.157
C 1.385 -0.836 -0.079
C -0.169 0.793 0.032
C 1.087 1.299 0.138
H -1.986 0.941 0.577
H 1.857 -1.722 -0.191
H -0.367 -2.571 0.120
H -1.337 2.271 -0.339
H -1.556 -1.694 -0.492
H 1.349 2.314 0.235
```

Properties
LUMO	0.86	eV
highest occupied orbital energy	-8.145	eV
ΔE to the lowest compared entry with this formula, charge and spin	52.60	kcal/mol
net charge	0


(8)
Entry from the Open Molecules 2025 dataset: a structure of composition C3H6N4O in a non-equilibrium geometry (ωB97M-V/def2-TZVPD).

Structure (XYZ):
```
14
C3H6N4O, DFT ωB97M-V/def2-TZVPD
O -0.587 -0.782 0.229
N 0.643 0.022 -1.388
N 0.552 1.311 2.093
N -0.463 -0.258 -2.596
N 0.639 0.983 0.734
C 0.221 0.200 2.957
C 0.218 -0.005 -0.085
C -1.191 -1.335 -2.117
H 0.227 0.531 3.955
H -0.223 -0.801 2.863
H 1.167 1.833 0.479
H -2.585 -1.437 -2.867
H 1.641 0.587 -1.619
H -0.617 -2.025 -1.070
```

Properties
LUMO	0.21	eV
highest occupied orbital energy	-9.062	eV
ΔE to the lowest compared entry with this formula, charge and spin	220.36	kcal/mol
net charge	0


(9)
Entry from the Open Molecules 2025 dataset: the molecule C3H6N4O in a non-equilibrium geometry (ωB97M-V/def2-TZVPD).

Structure (XYZ):
```
14
C3H6N4O, DFT ωB97M-V/def2-TZVPD
O 0.337 -2.399 -0.328
N 1.670 0.142 -1.762
N -0.796 -0.348 0.568
N 1.688 0.114 1.615
N 0.608 -0.463 -1.608
C 0.395 -1.167 -0.369
C -1.499 0.867 0.182
C 0.908 -0.396 0.850
H -0.773 1.650 -0.040
H 1.414 0.654 2.427
H -2.117 0.715 -0.707
H -2.136 1.206 1.002
H -1.370 -1.124 0.879
H 1.672 0.548 -2.711
```

Properties
LUMO	0.48	eV
highest occupied orbital energy	-8.857	eV
ΔE to the lowest compared entry with this formula, charge and spin	123.48	kcal/mol
net charge	0


no.,calculated total energy (Ha),molecular weight (g/mol)
1,-336.8133,98.1
2,-336.8010,98.1
3,-336.8172,98.1
4,-336.8390,98.1
5,-336.8349,98.1
6,-336.8808,98.1
7,-336.8654,98.1
8,-411.8578,114.1
9,-412.0122,114.1